Density functional theory data (wB97M-V/def2-TZVPD) for C4H6S as an isolated structure at a distorted geometry.

For the largest force on an atom, the calculation gives 5.05 eV/Å. The value obtained for the electronic energy is -554.02060 Ha. For the relative energy (zero: lowest compared OMol25 entry of this formula, charge and spin), the calculation gives 397.9 kJ/mol. The calculation puts the gap between HOMO and LUMO at 0.3559 hartree. As for the multiplicity: 1.

Each line ends with the Löwdin charge.
Atoms and positions in Å:
C -1.406 0.127 1.933  -0.15
C -0.428 -0.176 0.872  -0.19
C 0.120 -0.616 -0.143  -0.06
C 1.103 -0.571 -1.407  -0.67
H -2.344 -0.652 1.561  0.14
H -0.922 -0.240 2.822  0.04
H -2.049 1.313 1.819  0.17
H 0.902 -1.268 -2.275  0.04
H 2.298 -0.442 -1.172  0.11
H 1.711 1.713 -1.536  -0.06
S 1.014 0.814 -2.475  0.62

Density functional theory data (wB97M-V/def2-TZVPD) for the molecule C4H6S at a distorted geometry.

For the largest force on an atom, the calculation gives 7.69 eV/Å. The value obtained for the electronic energy is -553.99411 Ha. For the relative energy (zero: lowest compared OMol25 entry of this formula, charge and spin), the calculation gives 467.5 kJ/mol. The SMILES is C=C1S[C@@H]1C. The calculation puts the gap between HOMO and LUMO (alpha / beta) at 0.3163 / 0.2808 hartree. As for the multiplicity: 1.

Each line ends with the Löwdin charge.
Atoms and positions in Å:
C 1.205 0.574 0.527  -0.57
C 0.605 2.060 -0.353  0.05
C 0.577 -0.712 0.567  -0.67
C -0.488 -1.087 -0.435  -0.14
S 2.304 -0.564 0.036  0.90
H 1.338 2.929 -0.391  0.00
H -0.375 2.411 0.121  0.01
H 0.355 -1.108 1.674  0.15
H -0.141 -1.078 -1.461  0.06
H -1.503 -0.441 -0.205  0.14
H -0.765 -2.156 -0.258  0.07